10 unconnected molecules or ions with the total composition C60H142N10O10 in a non-equilibrium geometry, computed with wB97M-V/def2-TZVPD.

Structure (XYZ):
```
222
Properties=species:S:1:pos:R:3:lowdin_charge:R:1
H 17.72 -29.34 22.17 0.121
H 12.24 -20.08 24.84 0.128
H 17.98 -23.27 11.30 0.085
O 9.34 -19.16 21.05 -0.189
H 8.79 -25.62 18.11 0.130
H 12.46 -27.55 19.26 0.074
H 9.05 -26.48 25.52 0.124
H 19.49 -26.39 22.09 0.081
H 13.77 -27.47 24.76 0.062
C 18.75 -26.20 22.87 -0.024
H 15.09 -26.05 17.41 0.078
C 17.33 -20.30 13.72 -0.489
H 10.44 -21.83 26.65 0.076
H 17.20 -21.48 15.57 0.054
H 12.08 -26.02 14.33 0.073
H 8.41 -27.98 15.43 0.078
H 8.33 -29.43 16.43 0.083
H 13.75 -23.97 16.80 0.112
H 11.69 -20.69 13.87 0.119
C 10.05 -26.48 25.06 -0.140
H 10.74 -28.16 15.14 0.123
H 13.77 -22.02 23.52 0.082
H 9.67 -29.95 13.94 0.072
H 15.01 -22.83 18.88 0.131
H 10.59 -26.47 20.32 0.063
H 10.56 -29.78 17.61 0.127
C 10.23 -22.82 27.05 -0.034
H 15.16 -20.11 14.06 0.068
H 9.48 -27.33 19.20 0.060
H 11.14 -26.03 17.62 0.058
C 12.80 -23.09 12.65 -0.136
H 12.42 -19.34 18.63 0.064
O 11.77 -28.13 17.44 -0.204
C 11.11 -24.86 11.99 -0.039
C 9.01 -22.41 12.55 -0.019
H 15.12 -28.91 23.00 0.120
N 10.83 -25.17 18.04 0.055
N 10.92 -17.67 24.48 0.044
H 14.95 -21.55 10.79 0.063
H 10.10 -23.53 20.06 0.125
H 12.10 -26.42 25.78 0.083
O 16.02 -22.28 13.35 -0.022
H 12.82 -24.28 25.34 0.054
H 8.02 -24.87 23.67 0.095
H 10.90 -27.26 26.87 0.116
H 19.21 -21.11 11.08 0.124
C 15.71 -20.76 10.81 -0.018
H 9.39 -18.84 17.01 0.078
C 16.25 -27.82 21.53 -0.167
H 17.27 -27.30 26.13 0.104
H 8.09 -22.78 13.00 0.084
H 18.85 -21.29 15.00 0.084
H 12.92 -23.49 26.87 0.089
H 10.09 -25.16 12.24 0.076
C 17.63 -28.26 22.02 -0.141
C 9.20 -19.20 18.03 -0.063
H 17.92 -19.94 15.74 0.087
H 11.62 -25.15 27.80 0.120
C 10.40 -19.59 20.20 -0.193
H 13.38 -22.33 19.28 0.120
H 15.26 -19.98 11.42 0.064
C 17.89 -20.80 15.06 -0.026
C 9.30 -23.84 19.37 -0.198
H 11.51 -24.71 18.63 0.045
H 14.93 -28.64 25.24 0.089
H 14.95 -27.01 26.02 0.085
C 15.21 -26.67 16.51 -0.092
C 11.25 -29.32 16.89 -0.201
C 13.82 -24.50 20.63 -0.088
H 11.32 -19.29 20.73 0.112
H 9.15 -23.01 27.11 0.087
H 14.34 -27.33 16.47 0.085
O 17.55 -26.72 25.41 -0.013
H 10.40 -20.68 20.26 0.119
C 17.01 -21.32 11.41 -0.502
C 10.16 -25.26 24.12 -0.474
H 13.85 -21.64 21.79 0.074
H 12.25 -21.85 22.71 0.075
C 10.09 -22.17 13.63 -0.503
C 9.33 -17.78 21.31 -0.127
H 10.80 -16.67 24.44 0.074
H 8.70 -21.42 12.19 0.083
O 13.61 -24.37 19.22 -0.214
C 12.10 -18.18 23.80 -0.470
C 14.80 -27.56 25.10 -0.033
C 17.16 -22.76 10.80 -0.036
H 6.90 -22.95 21.40 0.096
C 18.27 -20.57 10.94 -0.149
N 12.14 -22.66 17.10 0.053
H 8.67 -26.29 22.82 0.086
C 11.08 -26.43 26.18 -0.177
H 9.07 -20.59 14.70 0.093
H 15.86 -18.77 13.08 0.073
H 13.18 -23.80 21.17 0.065
H 16.26 -23.34 10.99 0.067
C 10.87 -25.16 27.01 -0.150
C 15.71 -27.08 23.94 -0.497
H 11.86 -22.65 16.12 0.036
N 17.05 -21.46 12.86 -0.117
H 18.83 -26.89 18.62 0.070
C 18.32 -19.18 11.56 -0.183
H 10.06 -17.97 24.03 0.057
N 10.75 -23.46 13.98 -0.113
C 18.17 -27.58 23.29 -0.518
H 13.41 -22.79 13.50 0.097
C 13.59 -22.98 17.25 -0.392
O 13.37 -20.12 23.12 -0.176
H 15.29 -22.15 16.32 0.060
N 18.11 -29.62 16.70 0.040
H 18.87 -29.35 24.25 0.086
H 9.02 -17.22 20.41 0.084
H 17.85 -29.39 18.76 0.121
C 19.06 -27.75 17.98 -0.065
H 13.22 -16.40 24.34 0.077
H 19.41 -27.39 17.02 0.075
H 15.22 -26.00 15.65 0.081
H 19.19 -18.62 11.21 0.111
H 13.49 -17.80 25.39 0.086
H 10.30 -17.42 21.65 0.074
H 8.96 -24.65 22.36 0.048
C 15.49 -25.56 23.75 -0.015
H 8.29 -18.85 18.52 0.077
H 12.05 -17.95 22.72 0.113
C 11.77 -24.13 13.17 -0.487
H 7.69 -21.91 20.16 0.086
C 12.35 -23.50 25.95 -0.024
H 8.93 -20.25 17.86 0.068
H 8.62 -17.43 22.06 0.088
H 9.92 -25.28 27.53 0.121
H 18.00 -25.52 22.47 0.066
C 10.87 -23.90 26.14 -0.499
H 11.00 -24.37 11.03 0.075
H 19.35 -19.80 13.26 0.116
H 11.52 -20.34 17.78 0.037
H 16.39 -26.80 21.17 0.100
H 20.05 -28.67 23.12 0.088
H 10.06 -27.45 24.57 0.122
H 12.59 -22.60 25.37 0.059
C 10.46 -18.94 18.83 -0.447
H 19.01 -29.56 16.25 0.064
H 11.58 -23.40 17.51 0.016
C 12.51 -28.42 18.60 -0.116
C 13.31 -17.48 24.35 -0.063
H 12.09 -24.42 23.39 0.055
O 16.42 -27.41 16.49 -0.175
C 10.32 -28.99 15.72 -0.429
H 11.14 -25.03 22.25 0.059
H 14.23 -20.82 16.93 0.082
C 9.65 -26.42 19.77 -0.043
C 9.57 -25.23 18.77 -0.368
H 13.58 -25.25 13.63 0.084
H 18.17 -20.45 9.86 0.116
H 12.01 -30.08 16.67 0.130
H 9.26 -23.12 18.55 0.124
H 9.15 -22.50 24.47 0.108
O 9.81 -24.39 14.47 -0.019
H 14.17 -17.74 23.74 0.079
H 17.33 -22.67 9.73 0.085
H 11.56 -25.84 11.80 0.080
H 8.72 -22.17 15.38 0.084
H 17.46 -18.57 11.29 0.108
C 15.25 -27.87 22.69 -0.122
H 17.41 -29.26 16.06 0.061
H 8.99 -27.88 17.05 0.053
H 8.72 -22.45 21.48 0.077
C 17.91 -28.76 17.87 -0.415
H 8.85 -26.33 20.51 0.059
H 12.88 -21.07 11.92 0.098
H 19.91 -28.29 18.42 0.074
H 15.94 -25.25 22.81 0.051
H 16.00 -28.44 20.67 0.100
H 10.26 -21.55 15.66 0.057
H 18.32 -28.00 21.21 0.104
N 10.06 -24.06 24.94 -0.106
H 15.85 -20.50 9.76 0.089
H 13.51 -28.82 18.43 0.075
C 8.92 -25.32 23.23 -0.039
H 15.80 -28.81 17.96 0.112
H 12.03 -29.17 19.24 0.095
N 11.61 -19.35 18.02 0.053
H 11.63 -22.05 11.16 0.111
C 11.13 -21.21 13.09 -0.133
C 8.93 -28.56 16.20 -0.051
O 8.15 -23.91 20.18 -0.214
C 12.13 -21.84 12.11 -0.176
H 13.63 -25.54 20.88 0.078
O 9.97 -22.89 24.15 -0.007
H 13.35 -23.59 11.85 0.122
H 11.99 -26.25 23.34 0.077
C 13.28 -21.48 22.70 -0.099
H 16.10 -18.85 14.78 0.085
H 16.46 -23.09 13.60 0.112
H 19.69 -27.86 24.73 0.078
H 12.79 -24.56 15.00 0.058
H 14.42 -25.33 23.67 0.060
C 9.50 -21.57 14.89 -0.039
H 18.24 -18.35 13.50 0.121
H 9.32 -22.96 11.66 0.066
C 18.38 -19.34 13.09 -0.127
C 12.21 -19.69 23.81 -0.210
C 13.96 -23.08 18.71 -0.189
H 11.29 -20.07 23.33 0.115
H 14.24 -27.57 22.40 0.105
H 10.68 -20.41 12.49 0.120
H 13.84 -21.62 15.51 0.056
C 14.26 -21.82 16.50 -0.046
C 12.59 -25.09 14.07 -0.017
N 17.09 -27.42 24.26 -0.103
C 16.56 -28.04 17.76 -0.224
C 7.83 -22.72 20.89 -0.080
C 19.31 -28.42 23.88 -0.027
H 15.96 -25.00 24.56 0.087
C 16.04 -19.48 13.89 -0.033
H 10.49 -17.86 18.97 0.127
C 11.46 -25.31 23.26 -0.005
H 16.37 -27.27 18.52 0.107
H 14.87 -24.28 20.88 0.085
H 10.22 -24.75 15.27 0.083
H 10.65 -22.89 28.05 0.084
H 11.14 -30.36 14.54 0.067
H 19.26 -25.73 23.70 0.082
N 10.18 -30.12 14.79 0.031
```

Results
- Maximum force: 2.55 eV Å⁻¹
- Frontier orbital gap: 8.4 eV
- HOMO: -7.98 eV

A molecular structure, C3H4O3S, computed with wB97M-V/def2-TZVPD.

Structure (XYZ):
```
11
Properties=species:S:1:pos:R:3:lowdin_charge:R:1
S 1.77 -1.54 1.14 0.877
H -0.80 2.09 -1.17 0.112
O 1.40 -0.81 2.33 -0.422
C -0.90 0.25 0.14 -0.056
H -1.34 -0.74 0.12 0.111
H -1.15 0.81 1.04 0.122
H -0.99 0.55 -2.09 0.116
C -0.69 1.01 -1.17 -0.028
C 0.42 0.41 -0.44 -0.406
O 1.59 0.17 -0.37 0.010
O 0.68 -2.21 0.48 -0.437
```

Results
- Maximum force: 0.92 eV Å⁻¹
- Frontier orbital gap: 10.1 eV
- HOMO: -10.11 eV

A molecular structure, C18H25Br36NO5S in a non-equilibrium geometry, computed with wB97M-V/def2-TZVPD.

Structure (XYZ):
```
86
Properties=species:S:1:pos:R:3:lowdin_charge:R:1
H 6.39 -0.60 -1.37 -0.028
Br -8.40 -2.65 -4.14 0.548
H 1.64 0.65 7.71 -0.032
H -3.07 -2.78 -4.66 0.049
H 2.70 1.25 -3.26 0.036
Br -5.40 -4.86 -3.79 0.573
Br -5.07 -0.92 4.31 0.559
Br 7.62 -0.93 6.00 0.536
H 3.32 4.18 0.39 -0.043
Br 0.20 -1.20 -0.45 0.648
Br -4.97 -1.58 1.22 0.530
C -0.43 0.45 0.32 -1.617
Br -5.33 2.33 0.95 0.529
Br 3.92 -0.63 -1.41 0.647
H 1.74 -3.22 -4.20 0.168
Br 10.54 -1.43 7.17 0.581
C 7.21 3.11 3.52 -1.585
Br 7.90 1.41 2.94 0.570
H 0.37 -0.14 -3.25 0.085
C -4.56 3.99 0.35 -1.631
O 2.45 -3.60 -7.01 -0.194
C 1.96 1.03 -4.01 -0.256
Br -8.87 -5.47 -5.56 0.556
H -10.09 -3.34 -5.81 -0.033
Br -7.70 2.28 3.84 0.544
C 5.67 0.18 -1.55 -1.585
Br 1.86 3.50 -1.48 0.679
Br 5.52 8.31 5.58 0.584
Br -3.30 -5.15 -1.42 0.671
H 8.05 3.69 3.85 -0.026
H 0.45 -3.16 -2.51 0.084
Br -9.33 2.83 6.53 0.573
Br 6.02 2.90 5.02 0.587
Br 5.92 1.53 -0.20 0.530
H 1.93 -0.84 -2.91 -0.003
Br 10.04 -1.56 4.03 0.555
H 2.44 0.98 -4.98 0.121
H -7.19 1.65 6.18 -0.034
C 1.12 -1.25 -4.79 -0.312
H 5.62 5.85 5.38 -0.080
H -1.28 -4.29 -4.14 0.111
Br -6.36 -4.51 -0.78 0.561
O 0.99 2.06 -4.05 -0.125
H 0.43 1.03 0.60 -0.158
C 2.39 0.89 6.98 -1.630
H 0.26 -0.99 -5.40 0.151
H -2.92 -2.09 -3.05 0.065
S 1.51 -2.63 -6.71 0.602
Br 3.82 -0.39 7.16 0.562
Br 4.03 6.05 7.26 0.550
N -0.05 -2.74 -3.27 -0.012
Br 2.55 1.99 1.24 0.606
H -1.66 -3.78 -2.53 -0.021
Br -11.16 -4.20 -3.76 0.573
O 2.15 -1.45 -5.79 -0.140
C 2.36 3.70 0.37 -1.572
C 1.35 -0.32 -3.66 -0.161
C 4.80 6.53 5.56 -1.652
C -5.13 -5.40 -1.97 -1.592
Br 3.54 6.27 4.13 0.547
Br -7.00 -3.15 3.09 0.567
Br -1.43 1.49 -0.95 0.570
C -9.69 -3.84 -4.94 -1.638
Br 2.99 2.68 7.36 0.532
O 0.38 -3.19 -5.68 -0.138
C 0.83 -2.67 -4.41 -0.336
C -1.33 -3.42 -3.49 -0.281
Br -8.76 -0.16 5.59 0.550
C 9.51 -0.75 5.69 -1.658
Br -2.82 4.26 1.11 0.540
Br 1.13 4.85 1.31 0.574
H -4.43 3.92 -0.72 -0.031
Br -5.73 5.49 0.68 0.581
H 9.72 0.31 5.61 -0.040
C -2.39 -2.41 -3.93 -0.069
H 0.31 1.81 -4.68 0.092
Br 6.00 0.86 -3.32 0.609
H -4.54 -3.04 3.16 -0.026
Br -1.47 0.16 1.91 0.565
O 0.93 -2.00 -7.83 -0.205
C -8.11 1.65 5.62 -1.649
Br 6.36 4.10 2.09 0.555
C -5.29 -2.28 2.97 -1.614
Br 1.56 0.78 5.25 0.567
H -1.90 -1.52 -4.29 0.063
H -5.34 -6.46 -1.91 -0.028
```

Results
- Maximum force: 2.55 eV Å⁻¹
- Frontier orbital gap: 9.2 eV
- HOMO: -9.67 eV

A gas-phase ion, CH3IO2P (charge -1) in a non-equilibrium geometry, computed with wB97M-V/def2-TZVPD.

Structure (XYZ):
```
8
Properties=species:S:1:pos:R:3:lowdin_charge:R:1
O -2.10 0.24 -2.11 -0.463
O -2.86 0.63 0.51 -0.545
H 0.27 0.77 0.60 -0.043
C -0.21 0.13 -0.03 -0.310
H 0.47 0.00 -0.91 0.038
P -1.79 0.69 -0.71 0.126
I -1.04 3.20 -0.81 0.109
H -0.39 -0.98 0.38 0.088
```

Results
- Maximum force: 5.45 eV Å⁻¹
- Total charge: -1
- Frontier orbital gap: 8.2 eV
- HOMO: -4.94 eV

A single C2H9N2OP3 molecule in a non-equilibrium geometry, computed with wB97M-V/def2-TZVPD.

Structure (XYZ):
```
17
Properties=species:S:1:pos:R:3:lowdin_charge:R:1
H 0.50 2.40 0.49 -0.078
H 3.58 -0.11 -0.93 -0.190
P 1.35 0.05 -0.60 0.290
C -1.42 0.98 -0.14 -0.731
H -2.30 1.88 -1.52 0.081
H 1.31 -1.89 0.76 0.067
H 0.48 -1.92 -0.75 -0.010
H -1.29 -0.73 1.45 -0.001
H -3.01 -1.42 0.93 0.109
C -1.93 -1.19 0.69 -0.178
H 3.19 1.92 -0.37 -0.134
P 0.09 1.08 0.96 0.684
N 1.34 -1.64 -0.29 -0.325
H -1.38 -1.93 0.27 0.010
O -1.65 2.06 -0.89 0.007
N -2.08 -0.14 -0.27 -0.051
P 3.23 0.60 0.19 0.450
```

Results
- Maximum force: 4.08 eV Å⁻¹
- Frontier orbital gap: 8.9 eV
- HOMO: -8.22 eV

A single C3H6N2O3 molecule in a non-equilibrium geometry, computed with wB97M-V/def2-TZVPD.

Structure (XYZ):
```
14
Properties=species:S:1:pos:R:3:lowdin_charge:R:1
O -0.94 0.72 2.06 0.077
H -1.32 -0.74 -0.73 0.128
C -1.47 -0.05 1.30 -0.229
H -2.57 -0.20 1.30 0.123
N 0.61 -0.46 -0.04 -0.178
C -0.77 -0.84 0.21 -0.125
O 0.86 1.91 -0.18 0.108
C 0.75 0.85 -0.73 -0.571
H 0.91 -0.64 -1.85 0.171
N 0.93 0.45 -2.00 0.158
H 1.14 0.28 1.66 0.093
O 1.38 -0.51 1.14 -0.006
H 1.29 1.12 -2.67 0.114
H -0.78 -1.90 0.51 0.135
```

Results
- Maximum force: 3.37 eV Å⁻¹
- Frontier orbital gap: 10.0 eV
- HOMO: -9.30 eV

> Among the records above, which one has the lowest frontier orbital gap?

CH3IO2P